This record from OMol25 describes the molecule C4H7NO2S in a non-equilibrium geometry. The level of theory is ωB97M-V with the def2-TZVPD basis set.

Calculated values
- frontier orbital gap (eV) = 9.63
- SMILES = CC#CO[S@](C)(=N)=O
- energy above the lowest of the compared OMol25 structures with the same formula, charge and spin (kcal/mol) = 137.0
- energy (Eh) = -759.8582

Element x y z (Å)
H -3.258 0.577 0.763
O 2.861 -1.124 -0.574
H -3.705 -1.106 0.290
H 1.151 0.031 -2.396
C 2.141 0.929 0.846
C -1.765 -0.514 0.068
S 1.659 -0.420 -0.356
H -3.523 0.336 -0.943
H 3.095 1.196 0.444
C -0.699 -1.011 0.327
O 0.517 -1.314 0.495
C -3.085 -0.148 -0.021
H 1.446 1.664 0.643
N 0.863 0.238 -1.452
H 2.301 0.664 1.867